(1)
{"formula": "C9H11BrNS", "method": "ωB97M-V with the def2-TZVPD basis set", "e_homo_ev": -13.148, "total_charge": 1, "homo_lumo_gap_ha": 0.293, "de_lowest_ev": 0.358, "spin_multiplicity": 1, "species": ["C", "C", "C", "C", "C", "C", "C", "C", "C", "N", "S", "Br", "H", "H", "H", "H", "H", "H", "H", "H", "H", "H", "H"], "coordinates": [[-2.77179, -2.22989, -0.06928], [-1.44604, -2.55104, 0.42293], [-2.94701, -1.15930, -0.88826], [-0.39167, -1.65865, 0.28298], [-1.84794, -0.42498, -1.21572], [-0.58498, -0.57378, -0.63558], [2.05392, 1.84470, 1.07194], [2.94502, 1.25148, -0.08395], [0.51029, 0.29241, -0.85866], [0.68967, 1.62545, 0.92243], [2.14637, -0.26321, -0.46965], [0.23734, 1.68067, -2.07730], [-3.73176, -2.74909, 0.14932], [-1.36719, -3.38943, 1.07478], [-3.88295, -0.81583, -1.25072], [0.55717, -1.81935, 0.71778], [-2.08993, 0.33400, -1.89156], [2.30759, 1.34283, 1.95338], [2.23411, 2.94115, 1.12005], [3.09965, 1.87910, -0.98328], [3.87857, 0.89596, 0.36621], [0.32166, 1.20177, 1.82887], [0.07989, 2.34501, 0.51326]]}

=====

(2)
{"formula": "C18H27N3O5S", "method": "ωB97M-V with the def2-TZVPD basis set", "e_homo_ev": -9.009, "total_charge": 0, "homo_lumo_gap_ha": 0.353, "de_lowest_ev": 0.000, "spin_multiplicity": 1, "species": ["C", "C", "H", "H", "O", "C", "O", "C", "C", "H", "C", "H", "H", "C", "N", "C", "O", "C", "C", "C", "C", "N", "H", "H", "S", "O", "O", "N", "C", "C", "C", "C", "C", "H", "H", "H", "H", "H", "H", "H", "H", "H", "H", "H", "C", "H", "H", "H", "H", "H", "H", "H", "H", "H"], "coordinates": [[3.58603, -3.60392, -1.70708], [2.95092, -3.21254, -0.38143], [3.16178, -3.95383, 0.39174], [3.30832, -2.22773, -0.06429], [1.52395, -3.17590, -0.47915], [0.97345, -2.06374, -0.96141], [1.59130, -1.08314, -1.28765], [-0.54050, -2.14868, -0.98039], [-1.08355, -3.49364, -1.46204], [-0.76763, -3.67905, -2.49010], [-2.60819, -3.47916, -1.37312], [-3.01185, -4.45183, -1.65491], [-3.01026, -2.73193, -2.05992], [-3.05481, -3.13694, 0.04812], [-2.47920, -1.87695, 0.48052], [-3.26530, -0.77160, 0.48907], [-4.44427, -0.80879, 0.16024], [-2.68834, 0.51903, 0.91634], [-1.67380, 0.93636, 1.75580], [-1.68200, 2.34121, 1.74423], [-2.69714, 2.74724, 0.90949], [-3.30235, 1.64225, 0.43408], [-4.12373, 1.59148, -0.15105], [-3.00727, 3.74066, 0.65785], [-0.43715, 3.35978, 2.49074], [-0.93202, 4.70005, 2.59165], [0.05240, 2.70301, 3.66537], [0.79040, 3.35798, 1.36697], [0.50047, 4.05610, 0.13785], [1.80459, 4.34272, -0.60219], [2.55128, 3.03610, -0.85961], [2.78459, 2.30958, 0.46222], [1.44946, 2.08893, 1.16788], [1.58873, 1.64910, 2.15594], [0.82651, 1.41442, 0.55614], [3.43131, 2.90935, 1.10353], [3.25958, 1.34437, 0.28376], [3.50471, 3.23907, -1.34981], [1.96115, 2.39636, -1.51976], [2.42052, 4.99897, 0.01367], [1.58501, 4.85250, -1.54142], [-0.01324, 4.97765, 0.41331], [-0.16477, 3.45363, -0.50439], [-1.03049, 0.34845, 2.37783], [-1.04005, -1.87894, 0.45517], [-0.65088, -0.92344, 0.79447], [-0.67455, -2.67256, 1.11583], [-4.14005, -3.03938, 0.09682], [-2.72809, -3.91689, 0.74328], [-0.68053, -4.28959, -0.83369], [-0.90328, -1.34385, -1.62814], [3.37196, -2.84821, -2.45872], [3.19474, -4.56057, -2.04458], [4.66215, -3.68350, -1.58508]]}

=====

(3)
{"formula": "C4H6N2S", "method": "ωB97M-V with the def2-TZVPD basis set", "e_homo_ev": -9.248, "total_charge": 0, "homo_lumo_gap_ha": 0.361, "de_lowest_ev": 1.453, "spin_multiplicity": 1, "species": ["C", "C", "C", "C", "N", "N", "S", "H", "H", "H", "H", "H", "H"], "coordinates": [[1.17126, 0.83404, 1.64341], [0.78692, -0.55437, -0.32070], [-1.59434, -0.52824, -0.37599], [0.56469, 0.89886, 0.31690], [1.57509, 0.91959, 2.70396], [-0.35881, -0.82241, -1.10104], [-1.26276, 1.21386, 0.33821], [1.79539, -0.45328, -0.89007], [0.98666, -1.38261, 0.39838], [-2.41100, -0.28833, -1.04291], [-1.87333, -1.16563, 0.48599], [1.05633, 1.63496, -0.19206], [-0.43610, -0.30642, -1.96408]]}

=====

(4)
{"formula": "C26H24BrFN3NiO3", "method": "ωB97M-V with the def2-TZVPD basis set", "e_homo_ev": -9.157, "total_charge": 1, "homo_lumo_gap_ha": 0.211, "spin_multiplicity": 1, "species": ["Ni", "Br", "C", "C", "C", "C", "C", "C", "C", "C", "C", "C", "H", "H", "H", "H", "H", "H", "C", "C", "N", "C", "C", "C", "O", "O", "C", "O", "C", "C", "C", "F", "C", "C", "C", "N", "C", "C", "N", "C", "C", "H", "H", "H", "H", "H", "H", "H", "H", "H", "H", "H", "H", "H", "H", "H", "H", "H", "H"], "coordinates": [[-2.20193, 2.84708, 0.09553], [-4.06753, 1.45833, 0.49077], [-5.20690, 2.87036, 1.08366], [-6.48640, 2.61634, 1.46014], [-7.27596, 3.71136, 1.87536], [-6.74946, 4.97044, 1.88554], [-5.41176, 5.21851, 1.48823], [-4.85671, 6.51840, 1.48776], [-3.56456, 6.70140, 1.09296], [-2.76070, 5.61198, 0.68571], [-3.23843, 4.32601, 0.66105], [-4.59348, 4.13679, 1.07187], [-6.89204, 1.61440, 1.44110], [-8.29956, 3.54017, 2.17955], [-7.35662, 5.81055, 2.20000], [-5.47009, 7.35346, 1.80313], [-3.13582, 7.69584, 1.09335], [-1.73835, 5.80242, 0.39171], [4.64208, 0.03815, 1.16786], [4.21940, 0.49712, -0.21833], [2.76367, 0.64278, -0.34104], [2.22102, 1.87025, -0.22864], [0.88729, 2.15052, -0.25791], [0.51115, 3.62330, -0.18631], [1.43163, 4.42282, -0.13735], [-0.73106, 3.92625, -0.24670], [-0.03436, 1.08687, -0.41414], [-1.27943, 1.20257, -0.43891], [0.54746, -0.25178, -0.56597], [-0.30815, -1.34407, -0.74993], [0.22025, -2.59256, -0.88246], [-0.59142, -3.66447, -1.01593], [1.60109, -2.81900, -0.85366], [2.44660, -1.75128, -0.66009], [1.93454, -0.45035, -0.51503], [2.14003, -4.13916, -0.99771], [1.89328, -5.03328, 0.13133], [3.03007, -6.06451, 0.15352], [3.58985, -6.15987, -1.24279], [2.48837, -6.18349, -2.26209], [1.81230, -4.80302, -2.25940], [5.72675, -0.05572, 1.21453], [4.20159, -0.92514, 1.42751], [4.33147, 0.76336, 1.91955], [4.56992, -0.17936, -0.99792], [4.64710, 1.47206, -0.44134], [2.90284, 2.70501, -0.11572], [-1.37707, -1.18228, -0.77511], [3.50889, -1.94364, -0.63804], [0.91910, -5.53118, 0.05711], [1.90082, -4.46492, 1.05829], [2.69154, -7.05851, 0.43824], [3.85009, -5.76427, 0.80224], [4.19609, -6.97390, -1.33269], [4.14792, -5.31975, -1.40690], [1.81159, -6.98120, -1.96227], [2.91601, -6.43272, -3.22989], [0.73772, -4.94669, -2.40588], [2.18825, -4.18877, -3.07744]]}

=====

(5)
{"formula": "C37H31N3O4P2S4W", "method": "ωB97M-V with the def2-TZVPD basis set", "e_homo_ev": [-6.816, -7.465], "total_charge": 0, "homo_lumo_gap_ha": [0.265, 0.266], "de_lowest_ev": 0.421, "spin_multiplicity": 3, "species": ["W", "S", "P", "C", "P", "S", "C", "C", "C", "C", "C", "C", "C", "C", "C", "C", "C", "C", "C", "C", "C", "C", "C", "C", "C", "C", "C", "C", "C", "C", "H", "H", "H", "H", "H", "H", "H", "H", "H", "H", "H", "H", "H", "H", "H", "H", "H", "H", "H", "H", "N", "C", "C", "C", "C", "C", "C", "S", "O", "O", "N", "C", "S", "C", "C", "N", "H", "H", "H", "H", "H", "H", "H", "H", "C", "C", "O", "H", "H", "H", "O", "C"], "coordinates": [[0.11802, -1.18911, -1.03911], [-2.11766, -0.58511, -2.47390], [-1.92032, 0.81901, -1.02746], [-0.95508, 0.24798, 0.28313], [-1.65529, -1.02431, 1.23370], [-1.52334, -2.79023, 0.23371], [-0.68649, -1.20935, 2.78073], [-0.99706, -0.44670, 3.90938], [-0.23076, -0.54269, 5.06144], [0.85585, -1.40473, 5.10322], [1.16581, -2.17379, 3.99261], [0.39505, -2.08277, 2.84028], [-3.35030, -0.72036, 1.80321], [-4.30071, -1.73442, 1.77754], [-5.59995, -1.48039, 2.20001], [-5.95371, -0.21079, 2.63267], [-5.01315, 0.81281, 2.63797], [-3.71484, 0.56216, 2.21997], [-1.02483, 2.25062, -1.72442], [0.15921, 2.70784, -1.15802], [0.84258, 3.77464, -1.73484], [0.33562, 4.39529, -2.86810], [-0.85919, 3.95343, -3.42703], [-1.53461, 2.88429, -2.85809], [-3.55469, 1.54600, -0.67948], [-3.62724, 2.82651, -0.12717], [-4.86091, 3.39097, 0.16183], [-6.02521, 2.67541, -0.09027], [-5.95564, 1.39869, -0.62992], [-4.72155, 0.83339, -0.92753], [-1.84682, 0.22034, 3.89731], [-0.48807, 0.05072, 5.93120], [1.45558, -1.47867, 6.00399], [2.01555, -2.84724, 4.01185], [0.63203, -2.70067, 1.99078], [-4.01752, -2.71960, 1.42513], [-6.34011, -2.27266, 2.18300], [-6.97031, -0.01010, 2.95034], [-5.29650, 1.81030, 2.95327], [-2.98752, 1.36458, 2.18208], [0.53125, 2.23703, -0.25560], [1.76926, 4.12000, -1.28965], [0.86659, 5.22896, -3.31500], [-1.26185, 4.44261, -4.30616], [-2.45966, 2.52428, -3.29753], [-2.71443, 3.37847, 0.06867], [-4.91600, 4.38863, 0.58058], [-6.98874, 3.11696, 0.13460], [-6.86532, 0.84049, -0.81626], [-4.65518, -0.16164, -1.35323], [7.99468, -3.36477, 1.08915], [7.10339, -2.37805, 0.75435], [6.97688, -1.95933, -0.57691], [6.09615, -0.95238, -0.90900], [5.31767, -0.36941, 0.08494], [5.42808, -0.76866, 1.41432], [6.31987, -1.76401, 1.74425], [4.24574, 0.92579, -0.34383], [3.82679, 1.63768, 0.81681], [4.81109, 1.62361, -1.46550], [2.86364, 0.15620, -0.99753], [2.35805, 0.41204, -2.25828], [3.07897, 1.32113, -3.52264], [1.70672, 0.99795, -4.51952], [0.80648, 0.25335, -3.86651], [1.17459, -0.08780, -2.56993], [8.46158, -3.88801, 0.37484], [7.99797, -3.74218, 2.01676], [7.58325, -2.42644, -1.34516], [6.00598, -0.61181, -1.93342], [4.80172, -0.30215, 2.16281], [6.41456, -2.08895, 2.77473], [1.63582, 1.40132, -5.51862], [-0.15518, -0.06982, -4.22971], [-0.37558, -3.72373, -3.28105], [0.21197, -2.79543, -2.29383], [1.29720, -2.94207, -1.71936], [0.39018, -4.30716, -3.79248], [-1.00300, -3.17970, -3.98380], [-1.02414, -4.39941, -2.71589], [2.47853, -0.94964, 0.95148], [2.01850, -0.67531, -0.12688]]}

=====

Number 1: E -91870.964 eV. Number 2: E -44648.330 eV. Number 3: E -18059.520 eV. Number 4: E -151761.688 eV. Number 5: E -115277.661 eV.